Computed, not measured: a molecular structure, C34H23F10N2O5S2SbSrTe, with the ωB97M-V functional and the def2-TZVPD basis.

```
79
Properties=species:S:1:pos:R:3:forces:R:3:mulliken_charge:R:1
Sr -0.8468 -0.6394 0.5677 -0.126 -0.170 -0.018 1.90
O 1.4977 -2.5572 -2.5511 0.068 -0.022 0.037 -0.64
S 0.2727 -1.7865 -2.6714 -0.127 0.102 0.090 1.06
O -0.4280 -1.9345 -3.9213 0.017 -0.039 -0.005 -0.68
O 0.6936 -0.2321 -2.6864 0.013 -0.037 0.009 -0.32
O -0.5928 -1.9454 -1.4845 0.044 0.037 -0.060 -0.75
C 2.9873 -2.0152 3.2684 -0.025 0.006 -0.007 -0.60
C 3.4629 -0.9144 3.9552 0.021 0.000 0.002 -0.83
C 2.8621 0.3165 3.7581 -0.012 0.000 -0.016 -0.19
C 1.7995 0.4086 2.8681 -0.030 -0.003 -0.007 -0.26
N 1.3303 -0.6586 2.2189 0.048 -0.038 -0.015 1.95
C 1.9098 -1.8376 2.4135 0.011 0.011 0.030 -1.37
C 1.1077 1.7017 2.5876 0.016 -0.004 0.013 0.00
C 1.6327 2.9226 2.9993 -0.011 0.010 -0.002 -0.84
C 0.9470 4.0855 2.6931 0.011 -0.010 0.012 -0.58
C -0.2388 4.0027 1.9853 0.005 -0.004 -0.003 -0.82
C -0.6892 2.7469 1.6079 -0.027 0.010 0.003 -0.10
N -0.0348 1.6276 1.9029 -0.020 -0.023 -0.032 0.72
H 3.4258 -2.9957 3.3934 -0.001 -0.004 -0.005 0.56
H 4.3010 -1.0067 4.6349 -0.002 0.002 0.000 0.42
H 3.2239 1.1869 4.2842 0.005 0.000 0.010 0.37
H 1.4790 -2.6739 1.8767 0.007 -0.003 -0.007 0.43
H 2.5781 2.9667 3.5190 -0.003 0.011 0.000 0.30
H 1.3451 5.0465 2.9961 0.002 -0.001 0.000 0.40
H -0.8051 4.8830 1.7145 -0.002 -0.001 0.001 0.48
H -1.6055 2.6247 1.0436 0.004 0.004 -0.006 0.13
S 1.2756 0.4734 -1.2198 0.079 0.066 -0.039 -0.34
Sb 3.8827 -1.3419 -0.6860 -0.004 -0.041 0.017 0.93
C 4.6177 0.2938 0.5535 -0.022 0.021 0.003 -0.06
C 4.0589 1.5688 0.4337 0.012 0.011 0.021 -0.55
C 4.4888 2.6166 1.2383 0.012 0.011 -0.008 -0.57
C 5.4838 2.4135 2.1863 0.000 0.017 -0.001 -0.63
C 6.0507 1.1538 2.3159 -0.033 -0.047 -0.033 -0.55
C 5.6197 0.1084 1.5051 0.018 0.051 0.034 -0.06
C 4.4706 -0.3836 -2.5168 0.012 0.016 -0.035 0.51
C 3.8173 -0.7133 -3.7030 0.021 0.025 -0.015 -0.64
C 4.1819 -0.1037 -4.8984 -0.023 -0.027 0.019 -0.64
C 5.1997 0.8379 -4.9257 0.009 0.005 -0.017 -0.42
C 5.8547 1.1745 -3.7488 0.000 0.006 0.020 -0.71
C 5.4894 0.5682 -2.5535 -0.018 -0.004 -0.028 -0.30
C 5.8264 -2.3917 -0.4714 0.026 -0.033 -0.029 0.01
C 6.9413 -2.2634 -1.3005 -0.014 0.018 0.010 -0.09
C 8.0996 -2.9993 -1.0776 0.004 -0.012 0.012 -0.64
C 8.1723 -3.8885 -0.0132 0.004 0.012 -0.007 -0.42
C 7.0712 -4.0447 0.8168 0.004 -0.006 -0.003 -0.53
C 5.9159 -3.3104 0.5768 -0.034 0.006 0.000 -0.47
H 3.2889 1.7508 -0.3098 0.019 -0.016 -0.002 0.47
H 4.0394 3.5961 1.1174 0.012 0.000 0.012 0.45
H 5.8232 3.2324 2.8113 -0.007 0.005 -0.003 0.32
H 6.8341 0.9811 3.0460 0.004 0.000 0.000 0.37
H 6.0864 -0.8630 1.6155 0.009 -0.013 0.007 0.33
H 3.0035 -1.4275 -3.6852 0.012 -0.016 -0.007 0.39
H 3.6505 -0.3588 -5.8076 0.002 0.000 0.001 0.40
H 5.4749 1.3171 -5.8585 0.002 0.000 0.002 0.34
H 6.6455 1.9167 -3.7576 0.001 0.000 0.001 0.36
H 6.0024 0.8489 -1.6403 0.005 0.000 0.009 0.43
H 6.9091 -1.5783 -2.1398 -0.001 0.004 0.000 0.36
H 8.9501 -2.8781 -1.7397 0.000 -0.001 -0.002 0.37
H 9.0753 -4.4619 0.1619 0.002 0.002 -0.002 0.34
H 7.1088 -4.7455 1.6436 -0.005 0.002 0.001 0.38
H 5.0560 -3.4606 1.2255 0.003 -0.001 0.004 0.23
F -3.5843 -2.9057 3.2970 0.017 -0.002 0.002 -0.44
Te -1.8759 -2.3106 3.7622 0.013 0.071 -0.016 2.32
F -2.3356 -0.5447 3.2665 0.047 -0.042 0.033 -0.58
F -0.3392 -1.6480 4.6234 -0.034 0.024 0.026 -0.54
F -1.5369 -3.9703 4.5615 -0.032 -0.016 0.019 -0.45
F -2.7049 -1.8740 5.3828 0.018 -0.008 0.027 -0.42
O -1.0840 -2.6435 2.2017 0.073 0.025 -0.047 -1.00
F -3.4897 3.0044 -0.2087 -0.004 -0.010 -0.003 -0.38
C -4.0576 1.7523 -0.1762 -0.008 0.011 0.006 -0.27
C -3.2991 0.6507 0.1211 -0.048 -0.044 -0.004 -0.98
C -4.0160 -0.5205 0.1205 0.086 0.091 0.024 1.96
F -3.3495 -1.6908 0.4120 -0.090 -0.016 -0.032 -0.33
C -5.3659 -0.6453 -0.1470 -0.026 -0.015 0.005 -0.41
F -6.0084 -1.8278 -0.1325 0.001 0.005 -0.002 -0.32
C -6.0730 0.5066 -0.4382 0.001 0.032 -0.006 0.90
F -7.3938 0.4465 -0.7027 0.006 0.006 -0.001 -0.35
C -5.4145 1.7230 -0.4530 -0.022 -0.011 0.002 -0.49
F -6.1187 2.8427 -0.7344 0.006 0.003 0.002 -0.33
```
Positions in Å, forces in eV/Å.

Kohn-Sham gap = 6.25 eV
E_HOMO = -2.41 eV
charge = -2

Computed, not measured: a molecular structure, C34H23N4O9ReS, with the ωB97M-V functional and the def2-TZVPD basis.

```
72
Properties=species:S:1:pos:R:3:forces:R:3:mulliken_spin:R:1
Re -0.5317 -0.5635 0.6493 0.820 0.118 0.357 0.82
O -3.9172 0.3206 -1.5697 0.004 -0.035 -0.082 0.00
C -2.8211 0.4876 -1.0995 0.221 0.091 -0.119 -0.01
O -2.1623 -0.4723 -0.4699 -0.565 0.147 0.037 -0.01
C -2.0565 1.7700 -1.2794 -0.004 0.102 0.071 -0.01
C -2.4663 2.6412 -2.2774 0.047 0.021 0.055 0.00
C -1.7612 3.8097 -2.4914 -0.004 0.002 0.068 0.00
C -0.6522 4.1533 -1.7402 -0.037 -0.092 0.009 0.00
C -0.2449 3.2827 -0.7504 -0.129 -0.130 -0.029 0.00
C -0.9489 2.0982 -0.4807 -0.016 0.134 -0.205 0.01
O -0.6297 1.3343 0.5547 -0.129 0.037 0.169 0.03
N 0.9790 3.6112 -0.0065 0.069 -0.036 -0.072 0.00
O 1.2775 4.7805 0.0730 -0.012 0.042 0.056 0.00
O 1.6363 2.6882 0.4394 -0.029 0.015 0.001 0.00
N -2.1928 4.7173 -3.5692 0.098 -0.101 -0.114 0.00
O -3.1453 4.3704 -4.2342 -0.024 0.057 0.030 0.00
O -1.5482 5.7305 -3.7317 -0.046 0.039 0.029 0.00
H -3.3331 2.3993 -2.8756 -0.004 0.010 -0.007 0.00
H -0.1118 5.0696 -1.9276 -0.005 -0.005 -0.002 0.00
S 3.7715 -0.0955 1.9491 -0.080 -0.003 -0.017 0.00
C 2.8315 -0.0329 3.4138 -0.055 0.004 0.017 0.00
C 3.2718 0.1499 4.7199 -0.021 -0.003 -0.009 0.00
C 2.3198 0.1758 5.7194 0.014 0.004 0.004 0.00
C 0.9600 0.0236 5.4274 -0.022 -0.005 -0.018 0.00
C 0.5232 -0.1588 4.1312 0.055 0.002 -0.010 0.01
C 1.4762 -0.1859 3.1166 0.029 0.063 0.133 -0.02
N 1.2321 -0.3540 1.7591 -0.015 -0.063 -0.029 -0.01
C 2.3455 -0.3234 1.0461 -0.014 -0.025 -0.052 0.03
C 2.2190 -0.4406 -0.3971 -0.057 0.020 0.022 0.10
C 3.2772 -0.3681 -1.2924 -0.022 -0.006 0.025 -0.03
C 3.0100 -0.3850 -2.6517 -0.017 0.002 -0.027 0.05
C 1.6958 -0.4506 -3.0988 0.050 0.013 -0.022 -0.04
C 0.6419 -0.5318 -2.1966 -0.065 -0.071 0.063 0.12
C 0.8810 -0.5529 -0.8239 0.056 -0.070 -0.144 -0.12
H 4.3215 0.2728 4.9458 0.018 0.002 0.002 0.00
H 2.6302 0.3209 6.7446 0.005 -0.001 0.008 0.00
H 0.2389 0.0538 6.2324 -0.004 0.001 0.006 0.00
H -0.5288 -0.2701 3.9022 0.000 -0.003 -0.007 0.01
H 4.2974 -0.2768 -0.9404 0.018 0.003 0.016 0.00
H 3.8210 -0.3198 -3.3630 0.018 0.000 -0.012 0.00
H 1.4925 -0.4202 -4.1615 -0.008 -0.018 -0.015 0.00
H -0.3765 -0.5466 -2.5681 0.007 -0.021 -0.008 0.01
C -2.9732 -4.1262 -6.3596 -0.022 0.017 -0.019 0.00
O -2.3959 -3.8751 -5.0780 0.001 -0.021 0.053 0.00
C -1.1895 -4.4181 -4.8071 0.081 -0.018 0.059 0.00
C -0.4317 -5.1940 -5.6761 -0.047 0.026 0.021 0.00
C 0.8097 -5.6581 -5.2675 0.009 -0.013 -0.016 0.00
C 1.3191 -5.3488 -4.0145 0.003 0.003 0.040 0.00
C 0.5732 -4.5756 -3.1422 -0.026 0.003 -0.055 0.00
C -0.6822 -4.1382 -3.5318 0.045 -0.091 -0.101 0.00
N -1.4834 -3.2839 -2.7225 -0.012 0.151 0.159 0.00
C -1.6067 -3.2006 -1.4341 -0.061 -0.158 -0.095 0.02
C -1.1691 -4.1504 -0.4440 -0.002 -0.018 0.184 -0.01
C -1.2225 -5.5358 -0.6754 0.036 0.008 0.045 0.00
C -1.0242 -6.4226 0.3569 -0.017 -0.022 -0.052 0.00
C -0.7669 -5.9448 1.6428 0.005 0.000 0.008 0.00
C -0.7040 -4.5910 1.9013 0.056 0.072 -0.161 -0.02
C -0.8945 -3.6833 0.8601 0.130 -0.338 -0.166 0.01
O -0.7787 -2.3807 1.1134 -0.334 0.144 -0.037 0.05
H -2.3483 -3.7136 -7.1526 0.003 -0.007 0.000 0.00
H -3.9355 -3.6251 -6.3514 0.007 -0.002 -0.016 0.00
H -3.1179 -5.1963 -6.5108 -0.001 0.000 -0.004 0.00
H -0.7990 -5.4328 -6.6627 -0.009 0.001 -0.006 0.00
H 1.3924 -6.2629 -5.9486 0.005 -0.006 -0.009 0.00
H 2.2976 -5.6994 -3.7206 0.016 -0.005 0.004 0.00
H 0.9645 -4.3081 -2.1709 0.001 0.025 0.028 0.00
H -2.0125 -2.6103 -3.2681 -0.078 0.025 0.036 0.00
H -2.1724 -2.3388 -1.0893 0.062 -0.016 -0.084 0.00
H -1.4644 -5.9021 -1.6637 0.003 -0.006 -0.014 0.00
H -1.0874 -7.4861 0.1766 -0.004 -0.005 -0.006 0.00
H -0.6176 -6.6462 2.4528 0.002 -0.004 0.008 0.00
H -0.4967 -4.2113 2.8916 0.002 0.015 0.014 0.00
```
Positions in Å, forces in eV/Å.

<S²> = 0.761
Kohn-Sham gap (spin up / spin down) = 6.44 / 6.70 eV
E_HOMO (spin up / spin down) = -10.65 / -10.98 eV
spin multiplicity = 2
charge = +1

Computed, not measured: 6 unconnected molecules or ions with the total composition C34H24ClNO25P2, with the ωB97M-V functional and the def2-TZVPD basis.

```
87
Properties=species:S:1:pos:R:3:forces:R:3:mulliken_charge:R:1
N -1.2463 -5.6972 3.6959 0.234 -0.695 0.059 -0.71
P 0.0370 -5.6394 2.5641 -0.942 0.110 -0.557 0.73
O 0.8326 -4.3384 3.0846 0.368 -0.157 0.021 -0.55
C 0.9744 -7.0877 3.1518 0.688 0.204 -0.069 0.16
C 1.1070 -8.2249 2.4515 -0.404 0.385 -0.005 0.56
P 0.8257 -8.7543 0.6979 -0.203 -0.757 0.053 0.14
O -0.7844 -8.7137 0.5512 0.101 0.475 -0.098 -0.35
Cl 1.3705 -7.0423 -0.3145 0.164 0.156 0.050 -0.18
C 1.5107 -9.2265 3.4892 -0.113 0.660 -0.219 0.23
O 1.0019 -10.2727 3.6970 0.528 -0.768 -0.164 -0.47
O 2.3396 -8.5514 4.3710 -0.732 0.043 0.851 -0.29
C 1.7852 -7.2532 4.4145 1.006 -0.152 -0.367 0.19
O 2.1115 -6.4695 5.2404 -0.374 -0.087 -0.024 -0.47
H -0.9848 -6.1148 4.5870 -0.042 0.384 0.151 0.30
H -1.9554 -6.3196 3.3164 -0.167 0.236 -0.014 0.30
H 1.3037 -3.9601 2.3198 0.070 0.203 0.204 0.31
H -1.1271 -7.8016 0.4828 -0.265 -0.151 0.005 0.34
C 5.8251 -1.8003 0.7687 0.120 0.022 -0.037 -0.99
C 4.5543 -1.8956 1.1835 0.100 0.118 -0.003 0.21
C 3.6803 -3.0688 0.8156 0.057 -0.220 -0.162 1.26
O 2.5408 -3.0627 1.2591 -0.053 0.112 0.084 -0.79
C 4.2192 -4.1076 -0.0243 -0.138 -0.065 0.027 -1.11
C 5.4919 -4.0135 -0.4433 -0.106 -0.093 -0.015 0.42
C 6.3803 -2.8515 -0.0601 -0.046 0.247 0.163 0.96
O 7.5210 -2.8697 -0.4790 0.033 -0.097 -0.089 -0.62
O 6.0756 -4.9108 -1.2135 0.041 0.003 -0.011 -0.58
O 3.9627 -0.9849 1.9405 -0.082 -0.040 0.025 -0.53
H 6.4613 -0.9661 1.0279 -0.016 0.008 0.026 0.47
H 3.5775 -4.9359 -0.2904 0.025 -0.024 -0.006 0.42
H 6.9913 -4.5975 -1.3583 0.004 0.028 0.024 0.37
H 3.0494 -1.2980 2.0949 -0.014 0.014 -0.025 0.35
C 2.8376 2.2668 1.7083 0.121 -0.020 0.185 -1.03
C 1.8555 1.9463 0.8583 0.062 -0.073 0.080 0.34
C 1.4653 2.8438 -0.2889 0.090 0.301 -0.003 1.18
O 0.5611 2.4550 -1.0097 -0.130 -0.083 0.047 -0.68
C 2.1659 4.1006 -0.4577 -0.114 -0.141 -0.117 -1.09
C 3.1456 4.4239 0.3989 -0.057 0.041 -0.103 0.30
C 3.5538 3.5157 1.5331 -0.129 -0.235 0.051 0.91
O 4.4694 3.8872 2.2429 0.037 0.115 -0.024 -0.64
O 3.8436 5.5503 0.3339 0.016 0.006 0.012 -0.53
O 1.1489 0.8253 0.9454 -0.001 -0.027 -0.043 -0.58
H 3.1243 1.6270 2.5306 0.018 -0.010 -0.012 0.43
H 1.8719 4.7411 -1.2747 0.010 0.049 0.004 0.69
H 4.4832 5.5129 1.0727 0.002 -0.032 0.016 0.37
H 0.5112 0.8475 0.2049 0.004 0.024 -0.017 0.37
C -4.0629 -6.7379 -1.9078 0.131 -0.054 0.022 -1.14
C -5.2872 -6.4274 -2.3614 0.098 -0.082 -0.042 0.42
C -6.1849 -5.4468 -1.6426 0.026 0.149 0.243 1.08
O -7.2687 -5.2222 -2.1458 -0.034 -0.070 -0.102 -0.62
C -5.7082 -4.8424 -0.4150 -0.119 0.034 -0.023 -0.94
C -4.4857 -5.1537 0.0379 -0.074 0.113 0.017 0.37
C -3.5860 -6.1206 -0.6929 -0.067 -0.148 -0.245 0.88
O -2.4882 -6.3286 -0.2017 0.114 -0.054 0.257 -0.51
O -3.9666 -4.6456 1.1450 0.029 -0.032 0.016 -0.56
O -5.8135 -6.9394 -3.4590 -0.030 0.013 -0.012 -0.57
H -3.4132 -7.4377 -2.4139 -0.015 -0.001 -0.021 0.45
H -6.3607 -4.1509 0.0985 0.021 0.011 0.017 0.44
H -3.0669 -5.0154 1.2355 0.030 0.027 -0.046 0.22
H -6.7018 -6.5398 -3.5505 -0.003 0.027 0.027 0.37
C 1.8711 10.2884 -1.3387 -0.040 0.050 0.011 -1.03
C 2.3481 9.0828 -1.6852 0.034 0.133 0.021 0.37
C 1.4803 7.8524 -1.6572 -0.416 -0.151 0.139 1.03
O 1.9644 6.7904 -2.0045 0.433 0.189 -0.218 -0.64
C 0.1142 7.9751 -1.2128 -0.212 -0.164 0.017 -0.96
C -0.3656 9.1737 -0.8611 0.021 -0.177 -0.039 0.28
C 0.4857 10.4177 -0.9166 0.217 0.023 -0.039 0.85
O -0.0410 11.4659 -0.5953 -0.094 -0.004 0.034 -0.63
O -1.6107 9.3536 -0.4454 -0.094 0.190 0.045 -0.52
O 3.5948 8.8655 -2.0767 0.019 -0.059 -0.024 -0.58
H 2.4797 11.1811 -1.3576 0.019 -0.007 -0.011 0.43
H -0.4888 7.0767 -1.1756 -0.008 0.008 0.040 0.62
H -1.7149 10.3066 -0.2577 0.087 0.003 -0.029 0.36
H 3.6646 7.9077 -2.2579 -0.018 -0.005 0.019 0.36
C -3.9152 6.3482 -1.2899 0.112 0.051 0.089 -1.12
C -5.0483 6.3018 -2.0046 0.080 0.056 0.063 0.40
C -5.4878 5.0496 -2.7259 0.135 -0.262 -0.030 1.03
O -6.5414 5.1045 -3.3326 -0.068 0.111 -0.011 -0.63
C -4.6388 3.8768 -2.6627 -0.120 -0.010 -0.059 -0.97
C -3.5012 3.9240 -1.9535 -0.019 -0.130 -0.081 0.29
C -3.0817 5.1664 -1.2065 -0.144 0.274 0.013 1.17
O -2.0465 5.1090 -0.5683 0.190 -0.091 -0.003 -0.62
O -2.6607 2.9070 -1.8494 -0.012 0.065 0.052 -0.53
O -5.8747 7.3260 -2.1432 -0.041 0.005 -0.014 -0.57
H -3.5876 7.2354 -0.7652 -0.026 0.020 -0.015 0.49
H -4.9533 2.9933 -3.1997 0.019 -0.016 0.009 0.44
H -1.9103 3.2068 -1.2977 0.062 -0.010 -0.035 0.27
H -6.6096 7.0088 -2.7053 0.004 -0.043 -0.004 0.37
```
Positions in Å, forces in eV/Å.

Kohn-Sham gap = 7.30 eV
E_HOMO = -9.21 eV
SMILES = NP(O)C1=C(P(O)Cl)C(=O)OC1=O.O=C1C=C(O)C(=O)C=C1O.O=C1C=C(O)C(=O)C=C1O.O=C1C=C(O)C(=O)C=C1O.O=C1C=C(O)C(=O)C=C1O.O=C1C=C(O)C(=O)C=C1O